Entry 1:
This record from the OMol25 dataset describes a molecular structure, C29H33As2IrN2O2S4Si. The level of theory is ωB97M-V/def2-TZVPD.

The geometry in ORCA input format:
```
! RIJCOSX wB97M-V def2-TZVPD def2/J DEFGRID3
* xyz -1 2
Ir 0.87 2.35 -0.33
N 0.82 2.58 1.76
C -0.24 1.76 2.38
C -0.42 0.49 1.55
O -1.09 -0.43 1.99
O 0.17 0.51 0.40
H 1.74 2.32 2.11
H 0.69 3.57 1.95
H -1.17 2.31 2.36
H 0.00 1.49 3.41
S 6.33 2.58 0.60
As 4.32 2.94 0.65
S 3.10 1.42 -0.18
S 1.41 3.48 -2.02
S 3.46 4.57 1.55
C 3.76 -6.38 -1.48
C 2.37 -6.27 -1.50
C 1.77 -5.04 -1.31
C 2.53 -3.90 -1.10
C 3.92 -4.02 -1.09
C 4.53 -5.25 -1.27
As 1.81 -2.10 -0.75
C 0.01 -2.40 -1.46
C -1.15 -2.27 -0.71
C -2.39 -2.43 -1.32
C -2.48 -2.71 -2.67
C -1.32 -2.81 -3.43
C -0.08 -2.65 -2.83
C 1.54 -2.38 1.17
C 2.19 -1.51 2.03
C 2.07 -1.66 3.41
C 1.29 -2.68 3.93
C 0.64 -3.56 3.07
C 0.77 -3.41 1.69
H 4.23 -7.35 -1.63
H 1.76 -7.15 -1.66
H 0.69 -4.97 -1.33
H 4.53 -3.13 -0.94
H 5.61 -5.32 -1.26
H -1.10 -2.01 0.34
H -3.29 -2.32 -0.72
H -3.45 -2.82 -3.14
H -1.38 -3.01 -4.49
H 0.82 -2.73 -3.43
H 2.79 -0.70 1.63
H 2.59 -0.98 4.07
H 1.18 -2.80 5.00
H 0.03 -4.36 3.47
H 0.27 -4.10 1.03
C -3.32 3.29 -2.24
Si -2.25 2.06 -1.30
C -1.35 1.02 -2.56
C -3.38 0.91 -0.34
N -1.11 2.94 -0.30
C -1.45 4.09 0.38
C -2.75 4.27 0.90
C -3.11 5.41 1.60
C -2.19 6.43 1.83
C -0.90 6.27 1.33
C -0.54 5.14 0.62
H -3.89 2.75 -3.00
H -2.69 4.02 -2.75
H -4.02 3.83 -1.61
H -2.09 0.45 -3.13
H -0.66 0.31 -2.09
H -0.78 1.64 -3.26
H -4.02 0.37 -1.04
H -4.04 1.44 0.36
H -2.80 0.18 0.23
H -3.48 3.49 0.77
H -4.12 5.50 1.98
H -2.46 7.32 2.38
H -0.16 7.05 1.49
H 0.47 5.06 0.22
*
```

## Properties
Kohn-Sham gap (alpha / beta): 6.646 / 6.077 eV
Expectation value of S²: 0.757


Entry 2:
This record from the OMol25 dataset describes a molecular structure, C29H33As2KN6O5S2. The level of theory is ωB97M-V/def2-TZVPD.

The geometry in ORCA input format:
```
! RIJCOSX wB97M-V def2-TZVPD def2/J DEFGRID3
* xyz -2 1
K 0.25 -1.04 -0.42
N 3.88 2.75 -1.45
C 3.06 1.76 -1.98
S 3.71 0.20 -2.16
N 1.89 2.17 -2.36
N 0.83 1.40 -2.46
C 0.00 1.54 -3.45
C 0.29 2.36 -4.65
C 0.76 3.67 -4.55
C 1.13 4.39 -5.67
C 1.06 3.80 -6.93
C 0.60 2.50 -7.05
C 0.22 1.79 -5.92
C -1.27 0.80 -3.35
C -2.40 1.20 -4.09
C -3.60 0.54 -3.89
C -3.66 -0.50 -2.98
C -2.49 -0.84 -2.30
N -1.34 -0.22 -2.49
H 4.86 2.58 -1.61
H 3.59 3.70 -1.66
H 0.81 4.13 -3.57
H 1.49 5.40 -5.58
H 1.36 4.36 -7.81
H 0.55 2.03 -8.03
H -0.13 0.76 -6.02
H -2.32 2.03 -4.78
H -4.48 0.85 -4.45
H -4.58 -1.04 -2.79
H -2.51 -1.65 -1.57
O -1.72 -3.67 2.01
S -1.54 -2.87 0.80
O -2.65 -3.06 -0.15
O -0.24 -3.23 0.14
O -1.42 -1.40 1.12
C 0.25 2.11 3.88
As 0.85 1.09 2.28
C 1.79 2.61 1.42
C 2.42 0.30 3.20
C 3.40 1.09 3.79
C 4.53 0.52 4.38
C 4.68 -0.85 4.35
C 3.70 -1.65 3.78
C 2.55 -1.10 3.22
As 1.07 -2.08 2.30
C 1.52 -3.91 2.85
C -0.12 -1.75 3.82
H 1.05 2.75 4.27
H -0.06 1.42 4.66
H -0.61 2.73 3.61
H 2.87 2.52 1.53
H 1.45 3.56 1.83
H 1.56 2.59 0.35
H 3.30 2.17 3.79
H 5.28 1.15 4.84
H 5.57 -1.31 4.79
H 3.83 -2.73 3.79
H 1.71 -3.98 3.92
H 2.38 -4.30 2.29
H 0.64 -4.49 2.58
H 0.42 -1.84 4.77
H -0.90 -2.51 3.75
H -0.59 -0.77 3.74
N -5.14 5.77 1.43
C -3.82 5.52 1.11
O -3.04 6.44 0.97
C -3.46 4.09 0.96
C -4.38 3.05 0.85
C -3.91 1.75 0.84
C -2.54 1.51 0.94
N -1.66 2.51 0.97
C -2.10 3.75 0.97
H -5.35 6.71 1.70
H -5.70 5.04 1.82
H -5.44 3.25 0.75
H -4.59 0.92 0.75
H -2.17 0.48 0.97
H -1.36 4.55 0.98
*
```

## Properties
Kohn-Sham gap: 5.864 eV


Entry 3:
This record from the OMol25 dataset describes a molecular structure, C29H33Br2N3NaOS5. The level of theory is ωB97M-V/def2-TZVPD.

The geometry in ORCA input format:
```
! RIJCOSX wB97M-V def2-TZVPD def2/J DEFGRID3
* xyz -1 1
Na -0.09 0.68 -0.09
C -2.69 -3.56 -1.42
C -1.76 -4.02 -0.29
C -0.39 -4.33 -0.88
C -1.67 -3.01 0.83
C -2.68 -2.09 1.07
C -2.60 -1.17 2.10
C -1.51 -1.16 2.96
C -1.47 -0.17 4.09
C -0.50 -2.08 2.74
C -0.58 -2.99 1.69
H -2.67 -4.27 -2.24
H -2.35 -2.59 -1.79
H -3.72 -3.47 -1.08
H -2.18 -4.95 0.13
H 0.13 -3.40 -1.10
H -0.49 -4.90 -1.81
H 0.23 -4.92 -0.21
H -3.57 -2.08 0.46
H -3.40 -0.47 2.26
H -2.32 -0.32 4.75
H -1.52 0.84 3.68
H -0.55 -0.27 4.67
H 0.36 -2.11 3.40
H 0.23 -3.69 1.56
C -3.58 1.21 -1.19
C -2.69 0.55 -2.18
C -3.04 0.48 -3.54
C -2.18 -0.10 -4.43
C -0.95 -0.60 -3.98
C 0.04 -1.18 -4.81
Br -0.25 -1.37 -6.69
C 1.23 -1.63 -4.29
C 1.45 -1.52 -2.93
Br 3.09 -2.13 -2.19
C 0.54 -1.00 -2.01
O 0.77 -0.95 -0.76
C -0.69 -0.51 -2.59
N -1.57 0.04 -1.74
H -4.59 1.33 -1.57
H -3.17 2.20 -0.96
H -3.59 0.65 -0.26
H -3.99 0.88 -3.88
H -2.44 -0.17 -5.49
H 1.98 -2.06 -4.94
S -2.02 7.94 -0.21
C -1.45 6.39 -0.11
S -1.91 5.29 1.14
C -0.96 3.89 0.60
C -0.21 4.08 -0.51
S 0.81 2.98 -1.32
S -0.32 5.71 -1.22
S -1.10 2.49 1.57
C 4.46 1.29 0.68
C 3.07 0.93 0.10
N 2.08 1.06 1.14
C 2.07 2.41 1.66
C 3.41 2.70 2.36
N 4.29 1.53 2.13
C 3.72 0.32 2.78
C 2.31 0.10 2.18
H 4.85 2.20 0.22
H 5.17 0.48 0.53
H 3.04 -0.09 -0.27
H 2.80 1.61 -0.71
H 1.22 2.52 2.34
H 1.90 3.08 0.82
H 3.29 2.85 3.43
H 3.89 3.59 1.94
H 5.21 1.72 2.54
H 3.68 0.49 3.86
H 4.38 -0.52 2.58
H 1.53 0.23 2.93
H 2.21 -0.89 1.75
*
```

## Properties
Kohn-Sham gap: 3.968 eV


Entry 4:
This record from the OMol25 dataset describes a molecular structure, C29H33CoN5. The level of theory is ωB97M-V/def2-TZVPD.

The geometry in ORCA input format:
```
! RIJCOSX wB97M-V def2-TZVPD def2/J DEFGRID3
* xyz 3 1
Co 0.02 0.26 0.21
C 6.45 -1.48 1.48
C 6.16 -0.16 0.73
C 6.91 -0.15 -0.60
C 6.62 1.04 1.59
C 4.66 -0.06 0.54
C 4.05 -0.01 -0.71
C 2.68 0.09 -0.82
N 1.90 0.12 0.26
C 2.45 0.06 1.50
C 3.81 -0.03 1.66
C 1.42 0.08 2.55
C 1.62 0.00 3.90
C 0.54 0.01 4.80
C -0.74 0.10 4.24
C -0.90 0.17 2.87
N 0.16 0.16 2.04
C 0.79 -0.07 6.29
C 1.68 1.12 6.70
C -0.51 -0.02 7.09
C 1.52 -1.40 6.57
H 7.53 -1.57 1.61
H 6.11 -2.34 0.91
H 6.00 -1.51 2.47
H 7.98 -0.19 -0.40
H 6.72 0.76 -1.17
H 6.66 -1.02 -1.21
H 7.70 0.95 1.75
H 6.15 1.06 2.57
H 6.43 1.98 1.08
H 4.64 -0.04 -1.62
H 2.20 0.13 -1.79
H 4.22 -0.08 2.66
H 2.63 -0.07 4.28
H -1.62 0.10 4.86
H -1.88 0.24 2.43
H 1.19 2.07 6.50
H 2.65 1.11 6.19
H 1.87 1.06 7.77
H -1.07 0.90 6.92
H -0.28 -0.06 8.15
H -1.16 -0.88 6.87
H 2.50 -1.44 6.10
H 0.93 -2.26 6.25
H 1.67 -1.48 7.65
C -3.87 -3.37 0.05
C -2.48 -3.32 0.02
C -1.85 -2.09 -0.01
C -2.62 -0.92 -0.02
C -4.02 -0.96 0.01
C -4.63 -2.20 0.04
N -1.90 0.27 -0.06
N -2.46 1.37 -0.25
C -1.53 2.42 -0.24
C -1.92 3.72 -0.46
C -0.94 4.71 -0.44
C 0.38 4.36 -0.20
C 0.71 3.03 0.01
N -0.23 2.08 -0.03
H -4.37 -4.33 0.07
H -1.90 -4.23 0.01
H -0.76 -2.05 -0.07
H -4.59 -0.05 0.00
H -5.71 -2.26 0.07
H -2.96 3.94 -0.64
H -1.21 5.74 -0.61
H 1.16 5.11 -0.17
H 1.72 2.72 0.21
*
```

## Properties
Kohn-Sham gap (alpha / beta): 5.876 / 5.877 eV


Entry 5:
This record from the OMol25 dataset describes 11 unconnected molecules or ions with the total composition C29H33F9N2O31. The level of theory is ωB97M-V/def2-TZVPD.

The geometry in ORCA input format:
```
! RIJCOSX wB97M-V def2-TZVPD def2/J DEFGRID3
* xyz 0 1
O 5.23 -1.70 4.41
C 4.94 -0.74 3.78
O 4.03 -0.69 2.76
C 4.13 0.60 2.14
C 4.76 1.47 3.23
F 3.65 2.06 3.96
O 5.48 0.53 4.01
H 4.68 0.54 1.19
H 3.17 1.05 1.87
H 5.36 2.28 2.82
O 1.64 2.53 -3.21
C 0.67 2.13 -3.65
O -0.55 2.15 -3.11
C -1.52 1.85 -4.14
C -0.69 1.07 -5.17
F -0.93 1.59 -6.42
O 0.63 1.49 -4.86
H -2.41 1.39 -3.76
H -1.81 2.79 -4.63
H -0.83 -0.01 -5.23
O -1.10 5.44 -1.70
C -0.63 5.25 -0.66
O 0.48 5.82 -0.14
C 0.52 5.49 1.25
C -0.18 4.12 1.28
F -0.86 3.83 2.40
O -1.06 4.27 0.18
H 1.56 5.48 1.56
H 0.01 6.26 1.84
H 0.57 3.36 1.08
O -1.53 -0.99 -2.95
C -2.51 -1.53 -2.63
O -3.06 -2.52 -3.35
C -4.11 -3.12 -2.55
C -4.38 -2.09 -1.47
F -4.38 -2.67 -0.26
O -3.23 -1.24 -1.53
H -4.96 -3.33 -3.21
H -3.80 -4.12 -2.26
H -5.25 -1.46 -1.60
O -3.56 -3.86 2.75
C -2.63 -4.02 2.11
O -2.56 -4.93 1.13
C -1.18 -5.02 0.75
C -0.74 -3.58 1.00
F -0.88 -2.76 -0.07
O -1.51 -3.25 2.11
H -0.64 -5.70 1.41
H -1.13 -5.39 -0.27
H 0.31 -3.63 1.31
O 0.64 -0.50 2.96
C 0.60 -0.32 1.82
O 1.12 -1.17 0.91
C 1.15 -0.51 -0.35
C 0.13 0.59 -0.22
F -1.17 0.23 -0.50
O 0.06 0.73 1.20
H 2.18 -0.12 -0.39
H 1.06 -1.10 -1.26
H 0.41 1.48 -0.79
O 2.03 -2.10 -3.91
C 2.24 -1.46 -4.83
O 3.35 -0.75 -4.98
C 3.25 -0.03 -6.20
C 2.05 -0.60 -6.90
F 2.40 -1.46 -7.91
O 1.44 -1.36 -5.89
H 3.15 1.05 -6.03
H 4.16 -0.13 -6.79
H 1.35 0.15 -7.24
O -5.62 1.55 -3.45
C -5.16 1.80 -2.42
O -3.90 1.57 -2.03
C -3.80 1.93 -0.65
C -4.95 2.89 -0.47
F -4.55 4.19 -0.78
O -5.86 2.45 -1.45
H -3.83 1.03 -0.03
H -2.82 2.38 -0.44
H -5.38 2.92 0.53
O 0.26 2.41 8.56
C 0.04 2.47 7.43
O -0.61 3.48 6.81
C -0.99 3.07 5.54
C -0.06 1.89 5.27
F 1.08 2.30 4.59
O 0.38 1.50 6.53
H -2.02 2.73 5.38
H -0.88 3.85 4.80
H -0.60 1.15 4.67
C -0.04 -2.39 5.19
N 0.91 -3.42 4.67
O 0.47 -4.32 4.00
O 2.08 -3.23 4.89
H 0.53 -1.62 5.68
H -0.73 -2.93 5.83
H -0.51 -2.03 4.28
C 3.47 -4.19 -1.54
N 4.52 -3.33 -0.96
O 4.54 -2.19 -1.27
O 5.36 -3.84 -0.31
H 4.05 -5.04 -1.88
H 3.04 -3.69 -2.40
H 2.73 -4.46 -0.79
*
```

## Properties
SMILES: O=C1OC[C@@H](F)O1.O=C1OC[C@@H](F)O1.O=C1OC[C@@H](F)O1.O=C1OC[C@@H](F)O1.O=C1OC[C@@H](F)O1.O=C1OC[C@@H](F)O1.O=C1OC[C@@H](F)O1.O=C1OC[C@@H](F)O1.O=C1OC[C@@H](F)O1.C[N+](=O)[O-].C[N+](=O)[O-]
Kohn-Sham gap: 10.875 eV


Entry 6:
This record from the OMol25 dataset describes a molecular structure, C29H34As2InN5S4. The level of theory is ωB97M-V/def2-TZVPD.

The geometry in ORCA input format:
```
! RIJCOSX wB97M-V def2-TZVPD def2/J DEFGRID3
* xyz 0 1
In -0.93 1.88 -0.54
S -1.30 1.86 1.95
C -0.04 3.08 2.01
S 0.36 3.91 0.54
C 0.63 3.32 3.19
C 1.72 4.26 3.24
N 2.61 5.00 3.25
C 0.32 2.58 4.39
N 0.08 1.98 5.35
S -2.91 0.90 -1.64
C -3.54 -0.46 -0.69
C -4.94 -0.58 -0.66
C -5.56 -1.67 -0.06
C -4.78 -2.67 0.53
C -3.41 -2.55 0.52
C -2.77 -1.45 -0.07
As -0.81 -1.38 -0.04
C -0.45 -1.77 1.84
C -1.37 -1.50 2.85
C -0.99 -1.60 4.19
C 0.31 -1.97 4.52
C 1.22 -2.25 3.52
C 0.85 -2.14 2.18
C -0.53 -3.12 -0.87
C -0.11 -4.25 -0.17
C 0.05 -5.46 -0.84
C -0.21 -5.55 -2.21
C -0.62 -4.41 -2.90
C -0.78 -3.21 -2.23
H -5.54 0.19 -1.12
H -6.64 -1.74 -0.05
H -5.25 -3.54 0.99
H -2.80 -3.33 0.98
H -2.37 -1.18 2.61
H -1.70 -1.35 4.96
H 0.60 -2.03 5.56
H 2.24 -2.54 3.77
H 1.57 -2.34 1.41
H 0.07 -4.20 0.89
H 0.36 -6.35 -0.29
H -0.08 -6.49 -2.73
H -0.83 -4.47 -3.96
H -1.12 -2.33 -2.78
N -2.19 4.00 -1.07
N -1.79 4.75 -2.16
C -0.93 4.26 -3.07
N -0.58 5.12 -4.04
S -0.31 2.69 -3.05
H -3.19 3.86 -1.09
H -1.88 4.41 -0.21
H -1.98 5.73 -2.17
H -1.03 6.01 -4.17
H 0.00 4.76 -4.79
C 3.37 2.72 -2.36
C 3.38 2.22 -0.92
As 1.89 1.04 -0.39
C 2.43 0.79 1.47
C 3.67 -0.08 1.66
C 2.40 -0.65 -1.25
C 1.81 -0.74 -2.67
H 4.23 3.38 -2.53
H 2.46 3.27 -2.58
H 3.44 1.90 -3.08
H 3.32 3.05 -0.22
H 4.29 1.67 -0.71
H 1.58 0.38 2.01
H 2.59 1.79 1.85
H 3.50 -1.11 1.33
H 3.93 -0.12 2.72
H 4.53 0.31 1.12
H 2.01 -1.45 -0.63
H 3.48 -0.73 -1.27
H 0.74 -0.53 -2.66
H 1.95 -1.73 -3.09
H 2.27 -0.02 -3.34
*
```

## Properties
Kohn-Sham gap: 7.482 eV


For each record above, in turn, the calculated total energy values are -213424.6315; -209461.8228; -235807.4738; -75659.5074; -121513.2709; -208267.8433 eV.
For each record above, in turn, the calculated ΔE to the lowest compared entry with this formula, charge and spin values are 0.6815; 1.8081; 0.9399; 0.0000; 0.0066; 0.0000 eV.